1.
DFT (ωB97M-V/def2-TZVPD) results for a 5-piece molecular cluster, C35H72BrFN3O15PS2 overall.

SMILES: CCN[C@](S)(CCCCO)O[C@@](CC(=O)N(C)C)(P(C)C)[C@](S)([C@@H](C)F)N(Br)CC.CCOC(=O)OC.CCOC(=O)OC.CCOC(=O)OC.CCOC(=O)OC
Frontier orbital gap: 8.30 eV
E_HOMO: -7.9 eV
Maximum force: 1.9 eV Å⁻¹
Energy: -6481.1955 Ha

Positions of all 130 atoms, in Å:
C: 4.24263 -1.62022 -1.09877
C: 2.85631 -2.23601 -1.24271
N: 1.88000 -1.23249 -1.60060
C: 0.65720 -1.52642 -2.26341
S: -0.13919 -2.94271 -1.39178
C: 0.77194 -2.00227 -3.72544
C: 1.73748 -1.19158 -4.59503
C: 2.94368 -1.99827 -5.08626
C: 4.00126 -1.16362 -5.81314
O: 5.19875 -1.08980 -5.02801
O: -0.13012 -0.34963 -2.35952
C: -0.93584 0.36139 -1.40787
C: -2.36014 0.39445 -2.04276
C: -2.98761 -0.78968 -2.76999
O: -2.41507 -1.74855 -3.25920
N: -4.40373 -0.60114 -2.96616
C: -5.19398 -0.78085 -1.76204
C: -4.70513 0.68360 -3.58541
P: -0.94325 -0.42001 0.32434
C: -1.60183 0.83838 1.46251
C: -2.44202 -1.46671 0.29342
C: -0.46826 1.90230 -1.35208
S: -1.91592 2.97492 -0.85072
C: 0.02836 2.41935 -2.74257
C: 1.49479 2.21628 -3.04412
F: -0.76979 1.89501 -3.76520
N: 0.47425 2.28718 -0.28932
Br: 1.92635 1.20271 0.13253
C: 0.82751 3.71515 -0.13269
C: 0.34280 4.28595 1.19646
H: 4.50551 -1.05300 -1.99844
H: 4.28685 -0.96072 -0.22194
H: 4.97877 -2.41797 -0.99036
H: 2.90546 -3.05268 -1.97338
H: 2.57745 -2.69551 -0.28325
H: 2.30876 -0.39738 -1.95158
H: 0.17690 -2.53787 -0.16442
H: 1.07416 -3.05876 -3.72026
H: -0.23082 -1.97284 -4.15701
H: 1.20077 -0.81806 -5.47894
H: 2.10554 -0.30450 -4.07992
H: 3.43746 -2.47632 -4.23568
H: 2.56951 -2.76468 -5.77225
H: 3.61406 -0.15072 -5.99309
H: 4.24517 -1.59786 -6.78898
H: 5.54135 -0.20964 -5.05078
H: -2.36897 1.16368 -2.81428
H: -3.09213 0.67748 -1.27485
H: -6.25266 -0.74971 -2.04821
H: -5.01390 -1.76272 -1.30702
H: -5.05376 0.02049 -1.01724
H: -4.05407 0.84698 -4.44995
H: -5.74091 0.65579 -3.94596
H: -4.61188 1.53160 -2.90956
H: -0.80051 1.50860 1.77308
H: -2.45986 1.41859 1.10868
H: -1.92639 0.24874 2.33042
H: -2.32060 -2.14435 1.14785
H: -2.50909 -2.05755 -0.61916
H: -3.37250 -0.90098 0.43741
H: -2.46702 3.04500 -2.05769
H: -0.17401 3.50020 -2.75699
H: 1.90190 1.30954 -2.61968
H: 1.60356 2.17645 -4.13536
H: 2.08169 3.06442 -2.67652
H: 0.47155 4.30888 -0.97398
H: 1.92311 3.80071 -0.15839
H: -0.69312 4.02008 1.40500
H: 0.97727 3.93451 2.02050
H: 0.41747 5.37897 1.16705
C: -11.54481 0.18807 1.76174
C: -10.60555 0.82880 0.76573
O: -9.29785 1.04446 1.32189
C: -8.53265 -0.04110 1.37823
O: -8.83202 -1.14276 1.01604
O: -7.33124 0.33306 1.79769
C: -6.38381 -0.72642 1.94399
H: -11.58638 0.77884 2.67678
H: -12.54737 0.12942 1.33916
H: -11.21610 -0.81931 2.01206
H: -10.94401 1.82546 0.49128
H: -10.51297 0.23115 -0.14015
H: -6.36556 -1.36349 1.06177
H: -6.58083 -1.32436 2.83156
H: -5.42542 -0.22875 2.06028
C: -3.92337 7.03303 -2.70576
C: -4.20481 7.20125 -1.22947
O: -5.48684 6.66636 -0.85876
C: -5.53104 5.34950 -0.72520
O: -4.59850 4.59935 -0.83712
O: -6.76397 5.00824 -0.38342
C: -7.00565 3.59987 -0.23732
H: -4.72920 7.46888 -3.29618
H: -2.99179 7.53576 -2.96414
H: -3.83147 5.97992 -2.96726
H: -4.26971 8.25231 -0.95890
H: -3.43330 6.73421 -0.61820
H: -6.27112 3.14323 0.42198
H: -6.98687 3.10483 -1.20748
H: -7.99294 3.51918 0.20425
C: 10.44758 -4.70835 2.06466
C: 9.72796 -3.39305 2.26117
O: 8.47115 -3.35609 1.56585
C: 7.47658 -3.99502 2.16428
O: 7.53176 -4.56612 3.21966
O: 6.39324 -3.87990 1.40780
C: 5.23574 -4.54983 1.91651
H: 10.56674 -4.91907 1.00182
H: 11.43530 -4.66094 2.52273
H: 9.89349 -5.52654 2.52132
H: 10.29136 -2.56878 1.83042
H: 9.55786 -3.18085 3.31584
H: 5.03752 -4.24958 2.94238
H: 5.36896 -5.62878 1.86874
H: 4.42057 -4.24395 1.26815
C: 8.35830 -3.00042 7.55584
C: 7.25734 -3.65715 6.75346
O: 5.95861 -3.14014 7.09712
C: 5.66035 -1.96987 6.55407
O: 6.34251 -1.33992 5.79318
O: 4.44515 -1.61986 6.96643
C: 3.99404 -0.35919 6.46652
H: 8.15714 -3.09014 8.62378
H: 9.31062 -3.48368 7.33849
H: 8.44182 -1.94340 7.30794
H: 7.18979 -4.71861 6.97904
H: 7.41697 -3.54940 5.68193
H: 4.06835 -0.32569 5.38239
H: 4.57902 0.45229 6.89538
H: 2.95782 -0.28056 6.77864

Cartesian forces (eV/Å) of the 6 atoms listed first:
-0.20 0.05 -0.04
0.10 -0.42 0.07
0.09 0.05 0.30
-0.29 -0.49 0.20
0.00 -0.40 -0.45
-0.09 -0.16 -0.27

Here are the Löwdin charges for atoms 1 to 2, given in e: atom 1 (C): -0.0772, atom 2 (C): -0.3033

=====

2.
DFT (ωB97M-V/def2-TZVPD) results for a 5-piece molecular cluster, C35H72F3N4O6 overall.

Frontier orbital gap: 5.21 eV
Total charge: +3
E_HOMO: -14.4 eV
Maximum force: 16.4 eV Å⁻¹
Energy: -2345.6147 Ha

Positions of all 120 atoms, in Å:
C: -11.64202 -8.66864 10.11051
C: -12.92953 -9.34815 9.80074
C: -12.60630 -10.85803 9.63775
C: -13.86627 -11.82139 9.77620
C: -14.49539 -11.62807 11.12517
C: -15.04734 -10.20776 11.30832
N: -13.94515 -9.10136 10.92863
O: -13.95598 -8.19021 11.55969
C: -15.42995 -9.97687 12.76179
C: -16.20827 -9.92956 10.37609
C: -13.50291 -8.74720 8.39068
H: -10.94180 -9.06612 9.38794
H: -11.30300 -8.93308 11.09411
H: -11.69811 -7.58792 9.96393
H: -11.83865 -11.15212 10.35370
H: -12.18765 -10.88475 8.62984
H: -13.48964 -12.75863 9.42844
H: -14.63932 -11.56395 9.04759
H: -13.66223 -11.64012 11.82761
H: -15.25946 -12.36066 11.44367
H: -15.90412 -10.83255 13.17261
H: -16.11859 -9.14162 12.82680
H: -14.50474 -9.72273 13.28329
H: -16.47855 -8.88301 10.44140
H: -17.03892 -10.55478 10.70123
H: -16.00743 -10.05294 9.27465
H: -12.57195 -8.62979 7.84832
H: -13.89608 -7.76065 8.50795
H: -14.16986 -9.37377 7.83477
C: -15.71905 -17.82949 13.98524
C: -15.01859 -16.93680 14.91915
C: -14.31580 -15.77829 14.17844
C: -13.82709 -14.74695 15.18610
C: -14.99544 -14.21570 15.94481
C: -15.68462 -15.27056 16.88441
N: -15.93533 -16.50367 15.96973
O: -17.02230 -17.18853 16.12585
C: -17.02036 -14.56565 17.21063
C: -14.85477 -15.68830 18.08440
C: -13.97590 -17.88593 15.76059
H: -16.50308 -17.31005 13.50991
H: -16.20817 -18.67605 14.41231
H: -15.12241 -18.09871 13.14469
H: -15.02449 -15.35153 13.46227
H: -13.55085 -16.24788 13.57126
H: -13.26205 -13.95653 14.67751
H: -13.13977 -15.30116 15.85076
H: -15.77918 -13.95003 15.23309
H: -14.65747 -13.32695 16.50064
H: -16.74884 -13.55516 17.55623
H: -17.64341 -15.00120 17.98931
H: -17.71201 -14.50691 16.38489
H: -13.77933 -15.46434 17.87797
H: -14.89555 -16.75142 18.20546
H: -15.20013 -15.18261 18.98766
H: -13.53904 -18.51020 15.00925
H: -14.55560 -18.53299 16.44306
H: -13.17941 -17.41104 16.30208
C: -12.18135 -4.29564 15.53462
C: -11.79657 -5.45655 14.63853
C: -12.19166 -5.07569 13.15090
C: -11.44336 -5.91435 12.15622
C: -9.97421 -5.62041 12.25383
C: -9.41627 -6.19713 13.62082
N: -10.21843 -5.75388 14.80559
O: -9.77596 -5.41324 15.70481
C: -7.99733 -5.71598 13.87572
C: -9.32771 -7.73075 13.69295
C: -12.46573 -6.78499 15.06505
H: -11.51838 -3.48393 15.22688
H: -12.11798 -4.45005 16.62080
H: -13.21930 -4.05958 15.29113
H: -12.05174 -3.99453 13.11471
H: -13.27038 -5.21604 13.15963
H: -11.83738 -5.80254 11.13069
H: -11.53461 -6.94767 12.46940
H: -9.66096 -4.58117 12.27609
H: -9.36681 -6.15881 11.56117
H: -7.50744 -5.85478 12.91446
H: -7.45098 -6.23777 14.66588
H: -7.89468 -4.64197 14.14007
H: -10.25290 -8.18276 13.36464
H: -9.16556 -8.01896 14.75868
H: -8.47203 -8.13927 13.19019
H: -12.46617 -7.54698 14.30732
H: -13.52512 -6.58411 15.28212
H: -12.05471 -7.15868 16.01749
C: -13.32081 -8.51517 18.64647
C: -12.82754 -9.67282 19.57007
C: -11.40717 -10.11008 19.20683
O: -10.96137 -11.05913 20.18786
C: -9.62507 -11.43793 19.85745
N: -12.84518 -9.17136 21.03812
H: -12.37287 -9.89433 21.57151
H: -12.31789 -8.28862 21.11263
H: -13.75506 -8.99026 21.40233
H: -13.37920 -8.80852 17.59665
H: -12.62745 -7.67704 18.70821
H: -14.31852 -8.18450 18.97834
H: -13.46071 -10.53275 19.52381
H: -10.69752 -9.25338 19.34625
H: -11.37195 -10.51597 18.16436
H: -9.63695 -11.85087 18.84564
H: -9.29438 -12.16963 20.57214
H: -8.97458 -10.56383 19.85407
C: -11.49165 -10.54926 13.56922
O: -11.79756 -11.95197 13.23708
O: -12.27391 -9.74336 12.94499
C: -11.73146 -10.55572 15.08374
F: -11.28150 -9.44941 15.68343
F: -12.97312 -10.63529 15.41338
F: -11.09849 -11.46408 15.71543
C: -10.79264 -12.73873 12.60902
C: -11.28428 -14.07807 12.07188
H: -10.49063 -14.56929 11.49480
H: -11.55309 -14.78871 12.89283
H: -12.14388 -13.93474 11.37325
H: -10.00199 -12.86793 13.35883
H: -10.41445 -12.08860 11.81783
H: -10.41574 -10.47668 13.44974

Cartesian forces (eV/Å) of the 6 atoms listed first:
0.19 0.98 -0.27
-0.93 -0.35 -1.51
-2.04 0.02 0.05
0.57 1.91 -1.37
1.38 0.22 0.88
-0.20 -0.58 -0.74

Here are the Löwdin charges for atoms 1 to 2, given in e: atom 1 (C): -0.0407, atom 2 (C): -0.3835

=====

3.
DFT (ωB97M-V/def2-TZVPD) results for a 13-piece molecular cluster, C35H72N2O11S2 overall.

Frontier orbital gap: 9.50 eV
E_HOMO: -9.3 eV
Energy above the lowest of the compared OMol25 structures with the same formula, charge and spin: 0.00 kJ/mol
Maximum force: 3.4 eV Å⁻¹
Energy: -3110.1703 Ha

Positions of all 122 atoms, in Å:
C: -2.55548 -4.02576 -0.35106
C: -1.25555 -4.29405 -0.96342
N: -0.28173 -4.46332 -1.51092
H: -3.12866 -3.34457 -0.97999
H: -2.51968 -3.61976 0.65987
H: -3.24629 -4.86519 -0.27208
C: -5.33629 2.48606 -2.63271
C: -5.16255 3.25541 -3.90549
N: -4.98299 3.79604 -4.89095
H: -5.58045 3.11535 -1.77687
H: -4.45196 1.91405 -2.35185
H: -6.14624 1.77603 -2.79986
C: -7.03198 -2.14905 1.22167
S: -5.26918 -2.02767 0.49651
O: -5.50131 -2.75502 -0.81304
C: -5.31999 -0.21296 0.07330
H: -7.12028 -1.63919 2.18102
H: -7.21200 -3.20665 1.41441
H: -7.81172 -1.73631 0.58156
H: -5.18004 0.41662 0.95201
H: -6.20251 0.11132 -0.47816
H: -4.46539 0.06645 -0.54291
C: 0.75427 -0.55196 -1.03133
S: -1.07441 -0.67004 -1.06431
O: -1.49505 -1.26760 0.22147
C: -1.39389 1.22543 -0.97133
H: 1.14348 -0.05909 -1.92222
H: 1.29891 -1.49295 -1.10885
H: 1.07767 0.01661 -0.15940
H: -2.44938 1.42203 -0.78318
H: -1.20552 1.72353 -1.92239
H: -0.88995 1.73246 -0.14850
C: 1.54775 3.28319 5.24430
C: 0.51404 3.46259 4.16588
O: -0.64036 3.57781 4.53654
C: 1.00271 3.43624 2.71924
H: 1.07440 3.04918 6.19786
H: 2.04558 4.25154 5.29492
H: 2.12198 2.43938 4.86175
H: 1.51443 4.37175 2.49327
H: 0.16640 3.36447 2.02389
H: 1.76738 2.66909 2.59730
C: 2.11916 2.54235 -0.49488
C: 2.99042 3.77888 -0.31825
O: 3.71340 3.86101 0.67552
C: 3.03306 4.83829 -1.47531
H: 1.34871 2.50556 -1.26505
H: 1.54913 2.30368 0.40301
H: 2.80709 1.71255 -0.65701
H: 2.08445 5.37007 -1.54925
H: 3.20671 4.32299 -2.41999
H: 3.78771 5.59256 -1.25243
C: 4.76844 1.01343 2.41276
C: 4.75301 -0.24427 1.53439
O: 3.76789 -0.57200 0.88259
C: 6.08691 -0.95644 1.36059
H: 4.93604 0.74521 3.45586
H: 3.85201 1.59022 2.28787
H: 5.55632 1.69124 2.08422
H: 6.79063 -0.40136 0.74030
H: 5.85462 -1.85040 0.78182
H: 6.54503 -1.26470 2.30038
C: 1.15320 -2.28778 2.21516
C: 1.68202 -2.77647 3.54550
O: 2.88735 -2.92539 3.72318
C: 0.67360 -3.09597 4.62338
H: 1.17559 -3.10144 1.49021
H: 1.90343 -1.56828 1.88717
H: 0.21952 -1.74500 2.36257
H: 0.08920 -3.95227 4.28677
H: 0.06798 -2.19911 4.75369
H: 1.22600 -3.28974 5.54283
C: -2.70856 0.63214 3.49589
C: -3.65510 -0.55779 3.41956
O: -4.82086 -0.37636 3.63100
C: -3.09610 -1.93085 3.16026
H: -1.79536 0.24834 3.95070
H: -3.11012 1.51998 3.98435
H: -2.37967 0.92271 2.49814
H: -2.43428 -2.23785 3.97010
H: -2.45123 -1.86188 2.28420
H: -3.94432 -2.58252 2.95061
C: -2.85696 4.11429 2.22102
C: -3.96710 3.95270 1.18058
O: -3.68945 3.24584 0.18159
C: -5.33651 4.53361 1.35731
H: -2.30749 5.05215 2.13981
H: -2.20352 3.25257 2.08482
H: -3.29773 4.12934 3.21781
H: -5.99737 4.03160 2.06396
H: -5.87340 4.57887 0.40979
H: -5.29345 5.58520 1.64086
C: 3.67545 -4.20569 -0.12957
C: 4.30368 -5.34104 -0.91064
O: 5.06318 -6.13183 -0.36687
C: 3.76081 -5.47948 -2.32825
H: 2.68131 -4.56587 0.13510
H: 3.66153 -3.26045 -0.67219
H: 4.18121 -4.20378 0.83599
H: 4.54740 -5.67937 -3.05585
H: 3.26930 -4.57765 -2.69327
H: 2.95909 -6.21151 -2.42559
C: 1.13419 -4.36310 -5.11297
C: 1.69345 -2.97620 -4.92729
O: 2.30694 -2.38909 -5.78977
C: 1.35466 -2.32832 -3.62066
H: 1.82704 -5.08093 -4.67388
H: 1.03350 -4.62038 -6.16737
H: 0.17075 -4.53048 -4.63145
H: 1.41756 -3.04660 -2.80322
H: 0.34386 -1.92092 -3.64083
H: 2.08664 -1.55084 -3.40200
C: 2.65610 3.40333 -4.89235
C: 2.84631 1.91066 -4.57892
O: 2.86591 1.49716 -3.43971
C: 2.98680 1.09321 -5.82559
H: 2.01065 3.83615 -4.12803
H: 2.04279 3.56657 -5.77852
H: 3.61004 3.92624 -4.96054
H: 2.02678 1.08726 -6.34175
H: 3.28292 0.11099 -5.45725
H: 3.67188 1.56100 -6.53265

Cartesian forces (eV/Å) of the 6 atoms listed first:
-0.86 0.02 0.12
-2.67 0.34 1.42
2.25 -0.39 -1.07
0.25 0.28 0.02
0.52 0.20 -0.24
0.55 -0.56 -0.28

Here are the Löwdin charges for atoms 1 to 2, given in e: atom 1 (C): -0.0880, atom 2 (C): -0.2550

=====

Molecular weight (g/mol)
968.98; 701.98; 761.10